1.
Here is a molecular structure, C4H11N2S2 in a non-equilibrium geometry from the Open Molecules 2025 dataset. Energies are from ωB97M-V/def2-TZVPD.

Output
LUMO energy (spin up / spin down)   -3.41 / -3.41 eV
HOMO energy (spin up / spin down)   -0.400 / -0.400 Ha
Gap between HOMO and LUMO (spin up / spin down)   7.47 / 7.48 eV
DFT total energy   -28966.44739 eV
Charge   +1
Energy above the lowest of the compared OMol25 structures with the same formula, charge and spin   85.3 kcal per mole
2S+1   1

CARTESIAN COORDINATES (ANGSTROEM)
C (0.90964, 0.73859, 1.32471)
C (2.16517, 0.12071, -0.39388)
C (-2.04610, -0.38910, -0.06441)
C (-1.29263, 0.97164, -0.15010)
N (-1.08695, -1.47059, -0.59457)
N (-0.35590, 1.23899, 0.98381)
S (1.41339, -0.90751, 0.84565)
S (3.84659, 0.10124, -0.65518)
H (1.43402, 1.07226, 2.28136)
H (1.71749, 0.61954, -1.22439)
H (-2.32513, -0.70267, 0.90044)
H (-2.83457, -0.44780, -0.70624)
H (-2.17906, 1.70798, -0.19579)
H (-0.89367, 1.06728, -1.12907)
H (-1.60712, -2.33926, -0.60478)
H (-0.89505, -1.32542, -1.59365)
H (0.07563, -1.35764, -0.06380)
H (-0.19349, 2.23864, 0.95539)
H (4.14773, -0.93688, 0.08450)



2.
Here is 14 unconnected molecules or ions with the total composition C19H66N2O14 in a non-equilibrium geometry from the Open Molecules 2025 dataset. Energies are from ωB97M-V/def2-TZVPD.

Output
LUMO energy   -0.04 eV
HOMO energy   -0.328 Ha
Gap between HOMO and LUMO   8.88 eV
DFT total energy   -52410.03944 eV
Energy above the lowest of the compared OMol25 structures with the same formula, charge and spin   65.0 kcal per mole
2S+1   1

CARTESIAN COORDINATES (ANGSTROEM)
C (3.34501, 18.67777, 8.21504)
C (4.60447, 19.28673, 8.80634)
O (4.12390, 20.45697, 9.37168)
H (2.78398, 19.39535, 7.61397)
H (2.65962, 18.33610, 8.98631)
H (3.65779, 17.87343, 7.59208)
H (5.45638, 19.46018, 8.11348)
H (5.10033, 18.64782, 9.52736)
H (4.80280, 20.85563, 9.92209)
C (5.13195, 23.02452, 7.45404)
C (4.51162, 22.39768, 6.20913)
O (5.21686, 21.26059, 5.82838)
H (5.38884, 22.22563, 8.16229)
H (4.39263, 23.72381, 8.01501)
H (6.10509, 23.56834, 7.19731)
H (4.50342, 23.14355, 5.42160)
H (3.51844, 21.98604, 6.44339)
H (5.10968, 21.18828, 4.85796)
C (3.95159, 15.21124, 6.82572)
C (2.61293, 14.59666, 7.30521)
O (2.57911, 14.53707, 8.68714)
H (4.67712, 14.50133, 6.56570)
H (4.43144, 15.87376, 7.50189)
H (3.75355, 15.78478, 5.87691)
H (2.42860, 13.67987, 6.80328)
H (1.80073, 15.25107, 6.97287)
H (1.83267, 13.92783, 8.95979)
C (8.91543, 22.25424, 8.18628)
C (8.57101, 20.82085, 7.80251)
O (9.80152, 20.35591, 7.31326)
H (8.99214, 22.95211, 7.39556)
H (9.59823, 22.38872, 9.01478)
H (8.11225, 22.79655, 8.68997)
H (7.70117, 20.77047, 7.12802)
H (8.29596, 20.27570, 8.68503)
H (9.97059, 19.41463, 7.57773)
C (7.25385, 18.90512, 10.89904)
C (7.43909, 20.39794, 11.34764)
O (6.33353, 21.19183, 10.95261)
H (6.38965, 18.50953, 11.40148)
H (8.08893, 18.20163, 11.11915)
H (7.07054, 18.75635, 9.82567)
H (8.41511, 20.66564, 10.99849)
H (7.51347, 20.43355, 12.45012)
H (6.19767, 21.84343, 11.60676)
C (5.11385, 15.73265, 10.76519)
O (6.06657, 16.15537, 11.73405)
N (4.04893, 16.38732, 10.41509)
N (5.14062, 14.56718, 10.20175)
H (3.90506, 17.38274, 10.64179)
H (3.50864, 16.13974, 9.63141)
H (6.06244, 14.13418, 10.48766)
H (4.49598, 14.19153, 9.49002)
C (7.15133, 17.13243, 7.00530)
O (6.90105, 16.56920, 8.29896)
H (6.28258, 17.77666, 6.66677)
H (7.31174, 16.23241, 6.38352)
H (7.98740, 17.75986, 7.20471)
H (6.28993, 15.77695, 8.26633)
C (4.44973, 17.95042, 4.09056)
O (4.25972, 18.44313, 2.79793)
H (3.78283, 18.49482, 4.70671)
H (5.42109, 18.02882, 4.44278)
H (4.20906, 16.88037, 4.21771)
H (5.14423, 18.71709, 2.56207)
C (1.69808, 18.98204, 12.03349)
O (3.01818, 19.01868, 11.69227)
H (1.64646, 18.02361, 12.53604)
H (1.05383, 18.82882, 11.20279)
H (1.20757, 19.61383, 12.72439)
H (3.12054, 19.39738, 10.84785)
C (0.07686, 20.58255, 8.75865)
O (0.06389, 20.32275, 7.33365)
H (1.08935, 20.20543, 9.14927)
H (-0.64066, 20.05931, 9.26073)
H (-0.13136, 21.64512, 9.06367)
H (0.07667, 19.35479, 7.13712)
C (1.49111, 20.21058, 4.25827)
O (1.01880, 21.52375, 3.90065)
H (1.94346, 20.15740, 5.16233)
H (2.26534, 19.78015, 3.63596)
H (0.84034, 19.37725, 4.13710)
H (0.73020, 21.95600, 4.71965)
C (2.24909, 22.93824, 10.30505)
O (2.53359, 23.20367, 11.64726)
H (2.15137, 21.90433, 10.19652)
H (3.10762, 23.24069, 9.71916)
H (1.29757, 23.35391, 9.98832)
H (3.21280, 22.68289, 11.93356)
C (-0.03558, 16.95388, 9.22630)
O (-1.13863, 16.84281, 10.05336)
H (0.86272, 16.48057, 9.71750)
H (0.17445, 17.85105, 8.62273)
H (-0.18258, 16.10119, 8.46911)
H (-1.10578, 17.33651, 10.85317)
C (3.15810, 21.66030, 14.12182)
O (4.11874, 21.31811, 13.17755)
H (2.12185, 21.76376, 13.89935)
H (3.45628, 22.69126, 14.57330)
H (3.28083, 20.97271, 14.95495)
H (3.86432, 20.55363, 12.66273)



3.
Here is a single C18H21NO2 molecule in a non-equilibrium geometry from the Open Molecules 2025 dataset. Energies are from ωB97M-V/def2-TZVPD.

Output
LUMO energy   0.20 eV
HOMO energy   -0.337 Ha
Gap between HOMO and LUMO   9.36 eV
SMILES   C=C(C)[C@@]12CC[C@@](C)(O1)[C@H](OCc1ccccc1C#N)C2
DFT total energy   -24590.31458 eV
Energy above the lowest of the compared OMol25 structures with the same formula, charge and spin   53.5 kcal per mole
2S+1   1

CARTESIAN COORDINATES (ANGSTROEM)
C (-2.41499, -3.05301, -0.11262)
C (-1.70755, -2.36991, 0.84899)
C (-1.25833, -3.08695, 2.11395)
C (-1.39876, -0.88227, 0.78141)
C (-2.51854, 0.02898, 0.30185)
C (-2.13904, 1.38720, 0.80449)
C (-0.87871, 1.02597, 1.56143)
C (-0.60539, 2.06659, 2.66954)
O (-1.17293, -0.27080, 2.01546)
C (0.33793, 0.74931, 0.67932)
O (0.51256, 1.69388, -0.41790)
C (1.43276, 2.73587, -0.14182)
C (2.83179, 2.24781, -0.44928)
C (3.09976, 1.74312, -1.69601)
C (4.37211, 1.32211, -2.06802)
C (5.42147, 1.45789, -1.14697)
C (5.17137, 1.97081, 0.13277)
C (3.88318, 2.38694, 0.49504)
C (3.71677, 2.96153, 1.78091)
N (3.65480, 3.39481, 2.86532)
C (-0.07991, -0.60846, 0.08471)
H (-2.61934, -4.10076, -0.04068)
H (-2.78576, -2.54955, -1.02858)
H (-1.68193, -2.60050, 3.00566)
H (-0.15592, -3.10715, 2.14472)
H (-1.67293, -4.10923, 2.07555)
H (-3.48840, -0.28105, 0.70133)
H (-2.57847, 0.01875, -0.76207)
H (-1.99492, 2.11833, 0.00477)
H (-2.90894, 1.77609, 1.50530)
H (-0.34778, 3.05950, 2.25762)
H (-1.46984, 2.20436, 3.28698)
H (0.26602, 1.72090, 3.26518)
H (1.29241, 0.66748, 1.21284)
H (1.34250, 3.11555, 0.86841)
H (1.19609, 3.58618, -0.79563)
H (2.26142, 1.68980, -2.41351)
H (4.47056, 0.85762, -3.03235)
H (6.42109, 1.12622, -1.37198)
H (5.96344, 2.00093, 0.89892)
H (-0.19192, -0.50186, -1.01316)
H (0.64769, -1.36757, 0.35356)



4.
Here is a gas-phase ion, C4H8NO2 (charge -1) in a non-equilibrium geometry from the Open Molecules 2025 dataset. Energies are from ωB97M-V/def2-TZVPD.

Output
LUMO energy   4.03 eV
HOMO energy   -0.094 Ha
Gap between HOMO and LUMO   6.58 eV
SMILES   N[C@H](C[O-])CC=O
DFT total energy   -9861.82012 eV
Charge   -1
Energy above the lowest of the compared OMol25 structures with the same formula, charge and spin   68.4 kcal per mole
2S+1   1

CARTESIAN COORDINATES (ANGSTROEM)
N (-1.41258, 0.28506, -1.12284)
C (-0.43382, -0.16574, -0.13287)
C (-0.85391, 0.08195, 1.39247)
O (-0.85190, -1.03416, 2.13952)
C (0.95031, 0.41928, -0.47782)
C (1.97711, -0.64511, -0.61367)
O (2.46773, -1.02972, -1.65506)
H (-1.66982, 1.24118, -0.89551)
H (-2.23408, -0.29640, -0.99363)
H (-0.37947, -1.25682, -0.18412)
H (-1.87681, 0.54267, 1.27384)
H (-0.11868, 0.79462, 1.81885)
H (0.88431, 1.14697, -1.29035)
H (1.24738, 1.01352, 0.40019)
H (2.30423, -1.09730, 0.34101)



5.
Here is a molecular structure, C2H4N2OS in a non-equilibrium geometry from the Open Molecules 2025 dataset. Energies are from ωB97M-V/def2-TZVPD.

Output
LUMO energy (spin up / spin down)   0.64 / -0.36 eV
HOMO energy (spin up / spin down)   -0.268 / -0.323 Ha
Gap between HOMO and LUMO (spin up / spin down)   7.93 / 8.43 eV
DFT total energy   -17995.61071 eV
Energy above the lowest of the compared OMol25 structures with the same formula, charge and spin   66.3 kcal per mole
2S+1   3

CARTESIAN COORDINATES (ANGSTROEM)
C (-0.30470, -1.01202, 0.55701)
C (-0.95899, 0.14903, -0.15121)
N (0.94242, -1.16440, 0.47063)
N (0.10530, 0.48722, -1.07915)
O (2.50030, 1.15676, 0.93982)
S (1.58392, -0.10992, -0.58837)
H (-0.93289, -1.69752, 1.29182)
H (-1.84500, -0.16387, -0.58289)
H (-0.99772, 1.00692, 0.66174)
H (-0.09265, 1.34781, -1.51941)